1.
C23H23CoN9O7 as an isolated structure, computed with ωB97M-V/def2-TZVPD.

CARTESIAN COORDINATES (ANGSTROEM)
Co1 0.5712 -0.0095 -0.1535
O1 -1.2934 1.5830 2.3518
O2 3.4681 -4.1419 -0.3466
O3 1.4857 -3.2383 0.1063
O4 1.3970 1.6752 -0.2903
O5 -3.9045 3.5650 -0.7711
O6 3.0196 2.7648 -1.3591
O7 -0.4059 0.5067 -1.8292
N1 2.2392 1.3463 2.3302
N2 -2.5901 2.5635 0.7590
N3 2.5814 -0.6561 -0.6274
N4 0.8419 -0.4058 1.7323
N5 0.6811 -1.4847 5.5671
N6 -0.5729 -1.5813 -0.0906
N7 1.4954 -0.0676 3.9698
N8 -0.9841 0.9964 0.1756
N9 -0.0838 -1.7654 3.4249
C1 5.3389 -0.6982 -1.1845
C2 0.7095 -1.0881 4.2970
C3 3.2957 -1.8066 -0.5722
C4 -3.3672 1.0877 -2.3267
C5 1.5050 0.2892 2.6926
C6 -2.0021 -3.2547 -0.9551
C7 -0.7692 -2.0585 1.1430
C8 -1.5931 1.7049 1.1902
C9 3.2694 0.4435 -0.9580
C10 -1.6071 -3.1232 1.3987
C11 -2.3204 2.0137 -1.6623
C12 2.6285 -3.1076 -0.2314
C13 -3.0128 2.7908 -0.5449
C14 -1.2218 1.1660 -1.1155
C15 -0.7254 3.9703 -2.0999
C16 2.5400 1.7604 -0.9000
C17 0.0319 -1.3811 2.1882
C18 -1.7464 3.0077 -2.6915
C19 4.6573 -1.8510 -0.8317
C20 -4.0845 0.1624 -1.3517
C21 -2.2400 -3.7298 0.3240
C22 -1.1594 -2.1693 -1.1279
C23 4.6221 0.4713 -1.2580
H1 -0.9481 -1.7556 -2.1028
H2 2.9804 -4.9456 -0.1110
H3 0.1137 3.4469 -1.6377
H4 -2.9024 -4.5696 0.4830
H5 -2.4612 -3.7124 -1.8193
H6 -4.7070 0.7266 -0.6561
H7 -4.7371 -0.5237 -1.8901
H8 2.5994 1.8972 3.0929
H9 -3.3857 -0.4401 -0.7654
H10 -2.5957 3.5543 -3.1025
H11 6.4003 -0.7231 -1.3875
H12 2.0014 1.8135 1.4610
H13 -1.3034 2.4225 -3.4993
H14 -3.0610 3.0900 1.4839
H15 -0.3189 4.6132 -2.8788
H16 -4.0868 1.7385 -2.8239
H17 5.1716 -2.7955 -0.7624
H18 0.0471 -2.2124 5.8449
H19 -1.1829 4.6185 -1.3499
H20 1.2045 -0.9741 6.2562
H21 5.0617 1.4223 -1.5226
H22 -1.7337 -3.4581 2.4173
H23 -2.8511 0.5170 -3.1016

The frontier orbital gap comes out at 9.209 eV. The calculation puts the LUMO energy at -3.48 eV. As for the charge: +1. The energy relative to the best compared isomer or geometry (same formula, charge and spin) is 0.000 eV. The value obtained for the HOMO energy is -0.466 Eh.



2.
C23H23IrN2O2S2 as an isolated structure, computed with ωB97M-V/def2-TZVPD.

CARTESIAN COORDINATES (ANGSTROEM)
Ir1 -0.3475 0.8479 0.1406
S1 -0.3656 -2.4195 1.9697
S2 0.4119 1.5422 2.3128
O1 0.6343 -3.2552 1.3754
O2 -1.7468 -2.7306 1.7384
N1 -1.3638 -0.0167 -1.5069
N2 -0.0971 -0.8302 1.5853
C1 -1.8336 4.6703 -2.3656
C2 2.2052 -0.0034 -2.8066
C3 0.5967 -0.3974 5.1791
C4 -0.9586 -1.3765 -1.9126
C5 -2.7689 -0.0791 -1.0410
C6 -0.0326 -2.1816 3.6959
C7 -0.8825 3.8231 -0.3178
C8 0.5846 -1.3177 6.2194
C9 0.2836 -0.8499 3.9099
C10 -1.8249 3.3857 -2.8929
C11 0.2113 -0.1015 2.6405
C12 1.5172 1.1639 -0.6952
C13 2.8683 -2.3148 -2.8226
C14 -0.8662 2.5235 -0.8237
C15 -0.0511 -3.1079 4.7153
C16 2.7263 -2.3528 -1.4402
C17 -1.3595 4.8843 -1.0788
C18 -1.3367 2.3319 -2.1341
C19 2.0291 -0.0345 -1.4226
C20 2.3209 -1.2228 -0.7504
C21 2.6193 -1.1315 -3.5029
C22 -1.2551 0.9253 -2.6526
C23 0.2650 -2.6531 5.9914
H1 -0.2994 -4.1443 4.5312
H2 0.0722 -1.3718 -2.2526
H3 -2.2100 5.4970 -2.9540
H4 2.1681 1.4120 0.1454
H5 -3.4038 -0.5045 -1.8241
H6 -0.2805 0.7378 -3.1071
H7 -0.5192 4.0136 0.6862
H8 -3.1209 0.9223 -0.8004
H9 -2.8236 -0.7184 -0.1583
H10 0.8262 -0.9934 7.2227
H11 2.2019 -1.2679 0.3241
H12 1.4915 2.0223 -1.3673
H13 -1.3646 5.8843 -0.6624
H14 2.9190 -3.2684 -0.8958
H15 -2.1974 3.2073 -3.8961
H16 3.1803 -3.1992 -3.3631
H17 0.8418 0.6432 5.3466
H18 -2.0249 0.6963 -3.3987
H19 -1.6097 -1.7259 -2.7206
H20 -1.0551 -2.0499 -1.0624
H21 2.7460 -1.0852 -4.5773
H22 2.0165 0.9204 -3.3431
H23 0.2624 -3.3488 6.8199

The frontier orbital gap comes out at 7.177 eV. The calculation puts the LUMO energy at -0.69 eV. The energy relative to the best compared isomer or geometry (same formula, charge and spin) is 0.082 eV. The value obtained for the HOMO energy is -0.289 Eh.



3.
C23H23IrP2 as an isolated structure, computed with ωB97M-V/def2-TZVPD.

CARTESIAN COORDINATES (ANGSTROEM)
Ir1 0.3406 0.9647 -1.9890
P1 -0.0486 0.1899 0.0628
P2 -0.6435 2.9626 -1.9158
C1 -0.4250 1.3303 1.4510
C2 1.6597 -0.3231 0.4905
C3 0.2858 3.2425 2.7499
C4 1.2378 -0.3720 -3.2767
C5 0.3905 2.4583 1.6018
C6 2.6903 0.0262 -0.3814
C7 -3.2523 -3.0851 0.6483
C8 0.5586 -1.6172 -2.8634
C9 1.9484 -0.9083 1.7350
C10 4.3042 -0.8679 1.1762
C11 -0.7996 -1.6005 -3.3131
C12 -1.2613 -1.1583 0.2330
C13 -1.4321 1.0597 2.3844
C14 -2.5969 -0.8879 -0.1147
C15 -0.6512 2.9116 3.7331
C16 -3.5905 -1.8452 0.1005
C17 3.2777 -1.1742 2.0739
C18 4.0141 -0.2760 -0.0519
C19 -1.0156 -0.4399 -4.1041
C20 -0.9169 -2.4280 0.7142
C21 -1.9186 -3.3787 0.9421
C22 -1.5255 1.8367 3.5412
C23 0.1950 0.4093 -4.0900
H1 -1.6543 -4.3486 1.3610
H2 -1.1456 3.3059 -3.2116
H3 -1.5734 -2.2314 -2.8796
H4 -2.8566 0.0853 -0.5491
H5 3.5068 -1.6159 3.0435
H6 0.4865 1.1444 -4.8289
H7 4.8165 -0.0225 -0.7431
H8 1.1236 2.7146 0.8296
H9 -2.1166 0.2227 2.2241
H10 -2.2660 1.5790 4.2963
H11 0.4757 3.8127 -1.6297
H12 -1.9365 -0.0946 -4.5611
H13 0.1311 -2.6658 0.9158
H14 -4.6265 -1.6175 -0.1473
H15 1.0587 -2.3438 -2.2340
H16 2.4533 0.5726 -1.3240
H17 -1.7218 3.1879 -0.9751
H18 -4.0350 -3.8211 0.8483
H19 -0.6866 3.4841 4.6611
H20 1.1480 -1.1431 2.4416
H21 0.9567 4.0899 2.8851
H22 5.3368 -1.0728 1.4454
H23 2.3003 -0.2513 -3.4064

Its spin multiplicity is 6. The frontier orbital gap (spin up / spin down) comes out at 5.227 / 6.117 eV. The calculation puts the LUMO energy (spin up / spin down) at -2.28 / -5.96 eV. As for the charge: +1. The energy relative to the best compared isomer or geometry (same formula, charge and spin) is 0.000 eV. The value obtained for the HOMO energy (spin up / spin down) is -0.276 / -0.444 Eh.



4.
C23H23MoN4O4Se2 as an isolated structure, computed with ωB97M-V/def2-TZVPD.

CARTESIAN COORDINATES (ANGSTROEM)
Mo1 -1.4291 0.8115 -0.2741
Se1 -1.5301 2.8910 -2.2193
Se2 -5.2998 -0.4351 -0.9815
O1 -1.3121 2.7010 -0.4351
O2 -2.7917 3.8149 -2.4418
O3 -1.9134 1.2385 -2.2857
O4 -0.1133 3.1956 -2.8536
N1 -5.0891 -2.0796 -1.5686
N2 -3.5711 -0.2340 -0.5923
N3 -1.6413 -1.3831 -0.8600
N4 -1.5467 0.5712 1.3954
C1 4.8405 -0.1878 -3.4758
C2 4.6669 0.6110 -2.3525
C3 -3.1316 -3.5891 -1.8653
C4 -2.8958 1.4860 3.1610
C5 -2.9923 -1.3537 -0.9590
C6 -0.6331 0.4607 3.6139
C7 -1.9142 0.3770 2.7810
C8 2.2153 -0.3800 1.1695
C9 0.9668 0.1380 -1.7635
C10 2.3227 0.0526 -2.3062
C11 3.0531 -0.1788 2.2538
C12 2.5038 -0.7159 -3.4609
C13 1.5664 1.9381 1.2383
C14 -3.8054 -2.3897 -1.4858
C15 2.4212 2.1396 2.3127
C16 3.4206 0.7305 -1.7646
C17 3.7561 -0.8508 -4.0327
C18 -2.5565 -1.0075 2.8955
C19 -1.7770 -3.6180 -1.7195
C20 1.4654 0.6776 0.6524
C21 -1.0515 -2.4860 -1.2330
C22 0.5764 0.4538 -0.5085
C23 3.1595 1.0835 2.8264
H1 1.6490 -1.2063 -3.9131
H2 -3.1516 1.3938 4.2165
H3 -1.2113 -4.4963 -1.9952
H4 -0.1683 1.4395 3.5098
H5 0.1945 -0.0780 -2.4980
H6 0.9936 2.7645 0.8355
H7 3.2960 1.3703 -0.9040
H8 -2.8032 -1.2071 3.9381
H9 0.0867 -0.2979 3.3046
H10 3.8214 1.2425 3.6671
H11 -2.4508 2.4672 2.9975
H12 -0.8842 0.3027 4.6627
H13 3.8847 -1.4555 -4.9202
H14 5.8193 -0.2783 -3.9276
H15 3.6333 -1.0031 2.6471
H16 -3.4772 -1.0584 2.3117
H17 2.5092 3.1260 2.7493
H18 -3.6878 -4.4273 -2.2625
H19 -1.8678 -1.7813 2.5536
H20 2.1503 -1.3570 0.7052
H21 -3.8142 1.4127 2.5770
H22 0.0311 -2.5060 -1.1778
H23 5.5079 1.1502 -1.9380

The frontier orbital gap comes out at 5.887 eV. The calculation puts the LUMO energy at -5.37 eV. As for the charge: +1. The value obtained for the HOMO energy is -0.414 Eh.



5.
A single C23H23N3O6S molecule, computed with ωB97M-V/def2-TZVPD.

CARTESIAN COORDINATES (ANGSTROEM)
S1 -4.7928 -0.6192 1.1537
O1 0.6267 2.1271 -0.4365
O2 -5.1904 -0.6752 2.5306
O3 -4.8471 -1.8469 0.4037
O4 2.0695 3.2807 0.8470
O5 4.0330 -2.7210 0.4592
O6 -2.2662 2.8923 1.0106
N1 -2.1872 1.5839 -0.8219
N2 2.2700 -1.2953 0.2219
N3 1.7558 -0.0781 0.1880
C1 1.5387 -3.4632 -0.6500
C2 -0.3462 3.1631 -0.3750
C3 -0.8823 -3.1490 0.6834
C4 -3.3431 0.8105 -0.3835
C5 4.4683 -0.3906 0.5701
C6 0.5576 -4.4354 -0.7409
C7 4.7545 2.0102 0.7011
C8 3.9138 0.9034 0.5385
C9 -5.7102 0.6763 0.2357
C10 1.7398 2.2638 0.2931
C11 6.1050 1.8246 0.8951
C12 -3.1356 0.0964 0.9400
C13 0.0935 -2.1752 0.7884
C14 -4.6281 1.6396 -0.2149
C15 5.8401 -0.5576 0.7681
C16 -1.6961 2.5373 -0.0030
C17 -1.5926 1.1587 -2.0756
C18 2.4917 0.9793 0.3256
C19 -0.6497 -4.2811 -0.0813
C20 6.6517 0.5426 0.9286
C21 3.6263 -1.5791 0.4142
C22 1.3031 -2.3336 0.1206
C23 -0.8664 -0.1790 -1.9625
H1 6.7485 2.6821 1.0236
H2 -2.3981 1.0867 -2.8152
H3 -0.0768 3.8769 0.4110
H4 7.7125 0.4148 1.0818
H5 -0.0660 -0.1021 -1.2326
H6 -3.5279 0.0466 -1.1452
H7 -0.8906 1.9158 -2.4171
H8 -6.4405 1.1203 0.9024
H9 -4.4513 2.4045 0.5412
H10 -0.3867 3.6883 -1.3347
H11 -1.5419 -0.9762 -1.6628
H12 -1.4120 -5.0409 -0.1592
H13 6.2324 -1.5628 0.7912
H14 -0.0612 -1.2893 1.3863
H15 -0.4390 -0.4397 -2.9270
H16 0.7393 -5.3167 -1.3370
H17 -1.8241 -3.0347 1.2001
H18 4.3304 3.0009 0.6864
H19 -6.2048 0.1751 -0.5912
H20 -2.9341 0.7867 1.7528
H21 -2.3988 -0.6968 0.8913
H22 2.4764 -3.5835 -1.1665
H23 -4.8908 2.1336 -1.1518

The frontier orbital gap comes out at 8.465 eV. The calculation puts the LUMO energy at -0.39 eV. The energy relative to the best compared isomer or geometry (same formula, charge and spin) is 0.587 eV. The value obtained for the HOMO energy is -0.325 Eh. Its structure (SMILES) is CCN(C(=O)COC(=O)c1nn(-c2ccccc2)c(=O)c2ccccc12)[C@@H]1CCS(=O)(=O)C1.



6.
C23H23N5Tc as an isolated structure, computed with ωB97M-V/def2-TZVPD.

CARTESIAN COORDINATES (ANGSTROEM)
Tc1 0.0130 0.0522 0.5274
N1 -1.4974 -1.2393 -0.0071
N2 -2.5528 -3.1516 0.3242
N3 0.7973 -1.9657 0.6809
N4 2.0254 0.0861 -0.1171
N5 4.0957 -0.6618 0.1732
C1 2.8281 -0.8603 0.4543
C2 0.1405 0.6426 2.7538
C3 -2.7329 -1.1562 -0.6670
C4 -4.5383 -0.3929 -1.9931
C5 -1.4535 -2.4711 0.5606
C6 5.2595 1.0922 -1.2152
C7 2.8554 0.9305 -0.8107
C8 0.2986 2.3178 0.9789
C9 -1.2035 0.4348 2.3881
C10 -1.0873 2.2349 0.6966
C11 0.8810 1.5974 2.0491
C12 -5.2135 -1.6023 -1.7613
C13 2.1793 -1.9650 1.2267
C14 -1.8060 1.2454 1.3905
C15 2.5718 2.0520 -1.6450
C16 -3.2889 -0.1521 -1.4563
C17 -1.7303 3.1596 -0.2816
C18 -4.6612 -2.6175 -0.9939
C19 -3.4115 -2.3590 -0.4584
C20 -0.2099 -2.8715 1.2861
C21 4.9625 2.2315 -2.0232
C22 4.1886 0.4797 -0.6346
C23 3.6303 2.6849 -2.2271
H1 4.8741 -1.2493 0.4630
H2 -6.1891 -1.7553 -2.2037
H3 3.4647 3.5374 -2.8736
H4 -5.0103 0.3511 -2.6207
H5 2.6887 -2.9206 1.0777
H6 -1.7969 -0.3068 2.9088
H7 6.2795 0.7461 -1.0918
H8 1.5566 2.3699 -1.8424
H9 -1.7222 4.1682 0.1447
H10 -5.1882 -3.5504 -0.8412
H11 0.5883 0.0764 3.5611
H12 2.1542 -1.7499 2.2976
H13 -2.8525 1.0937 1.1514
H14 0.9074 3.0260 0.4309
H15 -2.7539 0.7655 -1.6670
H16 5.7797 2.7546 -2.5086
H17 -2.7672 2.8955 -0.4752
H18 0.8908 -2.2679 -0.2926
H19 -0.2914 -2.6849 2.3596
H20 1.9295 1.7435 2.2808
H21 -1.1776 3.2110 -1.2209
H22 -2.7404 -4.1034 0.6242
H23 0.0361 -3.9256 1.1391

Its spin multiplicity is 2. The frontier orbital gap (spin up / spin down) comes out at 5.087 / 2.918 eV. The calculation puts the LUMO energy (spin up / spin down) at -14.52 / -16.65 eV. As for the charge: +4. The value obtained for the HOMO energy (spin up / spin down) is -0.720 / -0.719 Eh.



7.
C23H23N7O2PSeY as an isolated structure, computed with ωB97M-V/def2-TZVPD.

CARTESIAN COORDINATES (ANGSTROEM)
Y1 0.1559 -0.2606 0.6608
Se1 3.3720 2.1344 -0.4687
P1 0.2402 0.0101 -2.1822
O1 -2.5712 0.2543 7.1390
O2 -2.2266 -2.0289 7.0230
N1 2.1412 0.3018 1.4415
N2 -0.6477 2.0450 1.2777
N3 2.2704 -0.2191 -4.0485
N4 -0.0715 -0.2116 -4.8838
N5 0.9552 1.8760 -4.1330
N6 -0.8289 -0.4578 2.5799
N7 -0.0274 -2.5627 1.0146
C1 -0.6494 4.4401 1.3636
C2 -0.0313 1.2370 -5.0734
C3 -0.5398 -5.1937 1.8649
C4 -0.9538 -1.6882 3.1209
C5 -2.2123 -0.8215 6.5834
C6 -1.2110 0.6755 3.2474
C7 2.8691 1.0397 0.8453
C8 -1.3168 -1.8519 4.4564
C9 2.3147 1.2229 -4.2631
C10 -0.4581 3.2538 0.6783
C11 -0.7562 -0.6197 -3.6682
C12 -0.8437 -4.1330 2.6780
C13 -1.7173 0.5440 4.5361
C14 -1.0564 4.3953 2.7178
C15 -1.0800 1.9888 2.5901
C16 -1.6873 -0.7092 5.2023
C17 -0.6156 -2.8166 2.2447
C18 0.4539 1.7244 -2.7088
C19 1.9457 -0.6307 -2.6697
C20 0.1319 -4.9157 0.6123
C21 0.3576 -3.6534 0.2544
C22 1.2849 -0.7997 -4.9861
C23 -1.2779 3.1624 3.3136
H1 -0.8253 -6.2035 2.1454
H2 1.0948 2.8851 -4.3744
H3 -0.0731 3.2474 -0.3642
H4 2.9802 1.6544 -3.4851
H5 -1.0233 1.6529 -4.7682
H6 0.4582 -5.6841 -0.0636
H7 -1.7886 -0.2509 -3.6478
H8 1.2188 -1.8948 -4.8309
H9 0.2594 1.4958 -6.1012
H10 -1.4783 3.0235 4.4049
H11 1.5939 -0.6195 -6.0046
H12 -2.2147 1.4152 5.0054
H13 -1.2249 5.3116 3.2929
H14 2.0487 -1.7090 -2.6821
H15 -1.3129 -4.2075 3.6400
H16 -1.1103 -2.8506 4.8916
H17 2.6929 -0.2105 -1.9910
H18 -0.5036 2.2334 -2.6330
H19 -0.4610 5.3717 0.8534
H20 1.1937 2.2306 -2.0747
H21 0.8499 -3.3875 -0.6561
H22 -0.7876 -1.7015 -3.6448
H23 2.7009 1.4664 -5.2724

The frontier orbital gap comes out at 4.895 eV. The calculation puts the LUMO energy at -7.01 eV. As for the charge: +2. The energy relative to the best compared isomer or geometry (same formula, charge and spin) is 0.000 eV. The value obtained for the HOMO energy is -0.438 Eh.



8.
C23H23N8PtS2 as an isolated structure, computed with ωB97M-V/def2-TZVPD.

CARTESIAN COORDINATES (ANGSTROEM)
Pt1 -0.0939 -0.4012 0.0440
S1 1.2646 -0.0696 2.0473
S2 -2.4412 -0.4094 0.1300
N1 -1.9433 -3.1096 0.4188
N2 0.2462 2.0447 -0.0801
N3 2.2382 0.2454 -1.8133
N4 -3.9296 -4.0188 0.2461
N5 -0.5713 -2.9180 0.6356
N6 1.7777 -0.7907 -0.9734
N7 2.5823 2.5939 0.1161
N8 -3.9801 -2.6553 0.1441
C1 1.2336 2.9465 0.0431
C2 0.7170 -0.3814 -3.6415
C3 -2.6788 -4.2971 0.4257
C4 2.7296 0.4822 1.4452
C5 1.9533 0.2816 -3.1385
C6 2.9194 0.8777 -3.9362
C7 -0.2899 4.8007 0.0498
C8 3.2896 0.8520 -1.2433
C9 3.9604 0.5497 2.0372
C10 0.9911 4.3246 0.1010
C11 5.6463 0.6193 -1.3568
C12 3.1929 1.3027 0.2105
C13 -1.0205 2.5579 -0.1342
C14 4.5926 1.3034 0.8997
C15 2.7543 -1.5592 -0.5193
C16 -2.0875 -5.6479 0.5788
C17 4.3961 1.0179 -2.0325
C18 4.1885 1.0938 -3.4098
C19 5.6757 0.5991 0.1132
C20 -1.3330 3.8837 -0.0721
C21 4.1981 -1.5817 -0.5020
C22 -2.7959 -2.0813 0.2388
C23 5.4142 -0.7520 -0.6309
H1 -0.1690 0.1187 -3.2443
H2 4.9415 2.2981 1.1918
H3 -2.8948 -6.3762 0.5741
H4 -0.3791 -3.0580 1.6267
H5 -1.8195 1.8487 -0.2560
H6 -0.0637 -3.6184 0.0998
H7 0.6891 -0.3374 -4.7264
H8 6.2915 -1.3845 -0.6177
H9 2.7308 0.9833 -4.9953
H10 -0.4818 5.8643 0.1006
H11 2.3321 -2.3963 0.0298
H12 5.0235 1.2685 -4.0788
H13 3.2065 3.3811 0.2034
H14 4.5023 -2.5637 -0.1520
H15 -4.8739 -2.1965 0.0219
H16 0.6801 -1.4284 -3.3364
H17 6.6513 0.6391 0.5807
H18 1.8280 5.0051 0.1934
H19 6.5792 0.6913 -1.9011
H20 4.3646 0.1376 2.9539
H21 -1.4156 -5.8782 -0.2501
H22 -1.5416 -5.7412 1.5185
H23 -2.3655 4.1977 -0.1223

Its spin multiplicity is 5. The frontier orbital gap (spin up / spin down) comes out at 7.352 / 5.187 eV. The calculation puts the LUMO energy (spin up / spin down) at -9.34 / -11.60 eV. As for the charge: +3. The energy relative to the best compared isomer or geometry (same formula, charge and spin) is 6.356 eV. The value obtained for the HOMO energy (spin up / spin down) is -0.613 / -0.617 Eh.



Number 1: electronic energy -3292.58290 Ha. Number 2: electronic energy -2050.94589 Ha. Number 3: electronic energy -1676.75526 Ha. Number 4: electronic energy -6280.95096 Ha. Number 5: electronic energy -1904.16732 Ha. Number 6: electronic energy -1243.29053 Ha. Number 7: electronic energy -4204.61829 Ha. Number 8: electronic energy -2242.79934 Ha.